ORCA calculation (wB97M-V/def2-TZVPD) on the molecule C10H21NO.

Structure (XYZ):
```
33
Properties=species:S:1:pos:R:3:lowdin_charge:R:1
C 2.08373 -1.63734 1.70804 -0.0834
C 1.57808 -1.15774 0.33205 -0.1918
C 0.51130 -0.11821 0.53166 -0.3152
C -0.91506 -0.47079 0.26316 -0.1205
C -1.25850 -0.70804 -1.24796 -0.3884
C -0.62549 0.37265 -2.10990 -0.0761
C -2.75444 -0.80675 -1.56164 -0.2452
C -3.47714 -1.78499 -0.63188 -0.1055
N 0.77640 1.15229 0.75624 0.0840
C 2.15308 1.69211 0.76991 -0.2043
C 2.06391 3.06248 1.43582 -0.2536
O 0.96594 3.81300 0.89945 -0.0919
H 2.97275 -2.32710 1.56765 0.0997
H 2.41289 -0.84268 2.28919 0.0296
H 1.24972 -2.09564 2.24588 0.0794
H 2.44052 -0.75477 -0.21889 0.1100
H 1.19096 -1.99998 -0.26501 0.1136
H -1.55624 0.29406 0.69473 0.1238
H -1.09881 -1.39122 0.78820 0.1048
H -0.84979 -1.70828 -1.52536 0.1381
H 0.46632 0.36810 -2.06030 0.0727
H -0.90315 0.18778 -3.17455 0.0888
H -0.97520 1.36821 -1.88198 0.0809
H -3.21144 0.19267 -1.44535 0.1185
H -2.80626 -1.10139 -2.63710 0.1206
H -2.88558 -2.70742 -0.59339 0.0784
H -3.56630 -1.38607 0.37471 0.0700
H -4.43847 -1.99996 -1.04951 0.0591
H 2.83315 1.04696 1.34950 0.1045
H 2.54675 1.78665 -0.25993 0.1273
H 1.86268 2.85917 2.46843 0.0993
H 2.99170 3.61150 1.32002 0.1135
H 0.22199 3.19076 0.86807 0.0593
```

- largest force on an atom (eV Å⁻¹) = 3.67
- total charge = 0
- structure (SMILES) = CC/C(C[C@H](C)CC)=N\CCO
- HOMO (eV) = -9.466
- energy above the lowest of the compared OMol25 structures with the same formula, charge and spin (eV) = 1.240